1.
{"formula": "C17H25F3N5O3PSZr", "method": "ωB97M-V/def2-TZVPD", "species": ["Zr", "N", "C", "C", "O", "O", "H", "H", "H", "H", "F", "C", "F", "F", "C", "C", "C", "C", "N", "C", "S", "H", "H", "H", "C", "N", "C", "N", "C", "N", "C", "P", "C", "C", "H", "H", "H", "H", "H", "H", "H", "H", "H", "H", "H", "H", "C", "C", "C", "O", "H", "H", "H", "H", "H", "H"], "coordinates": [[0.128886, -0.748668, 0.939053], [2.922199, 2.176755, 2.944910], [3.204360, 0.781240, 2.881038], [2.030993, 0.153501, 2.113776], [1.450699, 0.912123, 1.275195], [1.816437, -1.122996, 2.256899], [2.872688, 2.604676, 1.999338], [3.581243, 2.645825, 3.565485], [3.309205, 0.353468, 3.889681], [4.093113, 0.404797, 2.339131], [-0.995751, -1.320979, 6.085240], [-2.099720, -0.743015, 5.511188], [-2.696297, 0.014020, 6.509792], [-2.971550, -1.743011, 5.129451], [-1.764275, 0.107129, 4.295992], [-1.516946, 1.440110, 4.548317], [-1.471478, 2.356670, 3.493949], [-1.473075, 1.883372, 2.210755], [-1.284720, 0.524172, 1.991360], [-1.553382, -0.433070, 2.929572], [-1.429411, -2.082831, 2.360151], [-1.513980, 1.738894, 5.585165], [-1.567896, 3.357046, 3.783925], [-1.575771, 2.497431, 1.349983], [-1.523271, 2.456110, -3.566120], [-2.063403, 1.107922, -3.806215], [-1.044196, 0.388505, -4.649937], [0.327457, 0.356634, -4.067830], [0.754675, 1.707826, -3.822796], [-0.189272, 2.523765, -2.947504], [-0.136013, 1.963364, -1.640235], [-0.835422, 0.152527, -1.565498], [-2.338676, 0.382820, -2.588591], [0.369758, -0.556172, -2.910577], [-2.273344, 2.993704, -2.986953], [-1.480685, 2.918566, -4.572669], [-1.074359, 0.929046, -5.624200], [-1.482490, -0.598707, -4.784755], [0.946177, 2.280989, -4.792988], [1.683220, 1.679423, -3.256941], [-0.490637, 2.648905, -0.829700], [0.894540, 1.863694, -1.266630], [-3.241171, 0.785906, -2.098923], [-2.727774, -0.624851, -2.840973], [0.081625, -1.570819, -3.216909], [1.384776, -0.552099, -2.510617], [2.547413, -3.453742, -0.984317], [1.074586, -3.456644, -0.771783], [0.191094, -4.598422, -1.108130], [0.569396, -2.378324, -0.149033], [2.957077, -3.140173, 0.017064], [2.841724, -2.716146, -1.698091], [2.860785, -4.465380, -1.213269], [0.821216, -5.369256, -1.648842], [-0.535849, -4.325163, -1.858964], [-0.364555, -5.090480, -0.226435]], "forces_ev_per_a": [[-1.4, -0.5, 0.3], [0.5, 1.0, -0.4], [-1.0, -0.9, -0.1], [3.8, -0.2, 2.1], [-1.1, -1.3, -0.5], [-1.3, 1.9, -1.5], [0.4, -0.2, 1.3], [-0.2, 0.1, -0.5], [-0.3, 0.0, -0.3], [0.0, 0.4, -0.1], [-1.3, 0.6, -0.9], [-0.6, -1.1, 1.0], [0.8, -1.2, -1.7], [1.2, 1.3, 0.7], [0.9, -1.1, -0.8], [-0.6, -1.1, -0.4], [-0.3, -1.1, -0.3], [0.8, -1.3, 1.2], [-1.3, 0.3, 0.1], [-0.1, 2.5, 2.1], [0.1, 0.5, 0.0], [-0.1, 0.3, 0.0], [0.1, 1.5, -0.2], [0.2, 0.4, -0.6], [-0.7, 0.4, -0.6], [2.0, -0.2, -0.1], [-0.9, 0.7, -0.1], [-1.5, -0.8, -0.6], [0.3, 1.7, 0.0], [0.4, -1.1, -1.4], [0.1, -0.4, 1.8], [1.5, 0.9, 0.2], [-1.7, -1.1, -0.3], [-0.8, 1.5, 0.0], [0.2, 0.2, 0.2], [0.2, 0.0, 0.7], [0.5, -0.5, 0.7], [0.6, -0.3, -0.2], [-0.5, -0.9, 1.2], [0.3, 0.0, -0.2], [-0.7, -0.6, -0.8], [0.1, -0.1, -0.6], [0.7, 0.4, 0.4], [0.4, 0.2, -0.1], [0.0, 0.3, 0.1], [0.0, -0.1, 0.1], [-0.9, -0.6, 1.9], [-1.4, 2.9, 2.3], [0.9, -1.7, 0.1], [1.7, -4.1, -2.8], [-0.1, -0.3, -0.9], [0.3, 0.4, -0.7], [0.4, 0.1, -0.3], [-0.7, 0.7, 0.9], [-0.6, 0.5, 0.0], [0.9, 1.0, -1.1]], "nbo_charge": [2.07, -0.83, -0.32, 0.77, -0.71, -0.68, 0.38, 0.40, 0.25, 0.22, -0.30, 0.98, -0.31, -0.31, -0.16, -0.07, -0.21, 0.08, -0.66, 0.10, -0.03, 0.27, 0.26, 0.23, -0.09, -0.42, -0.09, -0.45, -0.08, -0.44, -0.46, 0.59, -0.51, -0.44, 0.21, 0.23, 0.23, 0.21, 0.24, 0.20, 0.24, 0.22, 0.27, 0.24, 0.23, 0.22, -0.74, 0.79, -0.77, -0.77, 0.29, 0.29, 0.27, 0.27, 0.30, 0.32], "lumo_ev": -8.0, "e_tot_ev": -61171.44807, "charge": 2, "multiplicity": 1, "de_lowest_kcal_mol": 23.2, "gap_ev": 6.208}

=====

2.
{"formula": "C17H25F5NO2P2SY", "method": "ωB97M-V/def2-TZVPD", "species": ["C", "C", "N", "C", "C", "C", "C", "P", "Y", "P", "C", "O", "O", "H", "H", "H", "C", "C", "H", "H", "H", "H", "C", "C", "H", "H", "H", "H", "H", "H", "H", "H", "H", "H", "H", "H", "H", "H", "H", "H", "H", "H", "F", "C", "C", "F", "C", "F", "C", "S", "C", "F", "C", "F"], "coordinates": [[1.024436, -1.230879, -3.932022], [1.089471, -0.907705, -2.548948], [-0.082447, -0.856237, -1.807780], [-1.270469, -1.002959, -2.432120], [-1.371475, -1.328555, -3.783801], [-0.202731, -1.438820, -4.540757], [2.355348, -0.601637, -1.969754], [2.581798, -0.299924, -0.234342], [0.020152, -0.606217, 0.647629], [-2.523540, 0.146645, -0.120789], [-2.576921, -0.891522, -1.664136], [1.930483, 2.324560, -3.096347], [-0.641022, 2.474491, -2.426182], [1.970922, -1.323738, -4.467112], [-2.364910, -1.492581, -4.204214], [-0.261192, -1.684931, -5.599736], [3.489198, -1.775769, 0.395123], [3.790338, 1.057538, -0.144536], [-3.322815, -0.413963, -2.323206], [-2.935651, -1.900409, -1.388602], [2.216266, 1.392915, -2.972746], [3.212725, -0.726878, -2.642726], [-3.701685, -0.775897, 0.938034], [-3.460998, 1.587939, -0.657707], [0.263841, 1.531283, 0.050728], [-0.895480, 3.405808, -2.461024], [0.308563, 2.457833, -2.738842], [2.251429, 2.570553, -3.978428], [-1.010740, -2.279835, 0.597170], [-0.208272, 1.256448, -0.511565], [4.491593, -1.808405, -0.056220], [3.563193, -1.706329, 1.490653], [2.932686, -2.690309, 0.147354], [4.794930, 0.684468, -0.386853], [3.499121, 1.855842, -0.839575], [3.772073, 1.459847, 0.877756], [-4.486869, 1.292441, -0.932023], [-3.487179, 2.306740, 0.174039], [-2.939611, 2.055873, -1.503759], [-4.722168, -0.716103, 0.527013], [-3.374807, -1.820373, 1.021745], [-3.676145, -0.333582, 1.946270], [-1.434897, -2.593691, 6.946264], [-1.080299, -1.741656, 5.963706], [-1.340880, -0.374564, 6.100896], [-1.988358, 0.090987, 7.193316], [-0.961630, 0.504335, 5.099086], [-1.221224, 1.822848, 5.232648], [-0.315182, 0.048946, 3.925760], [0.155206, 1.182522, 2.725697], [-0.092604, -1.340612, 3.814672], [0.624423, -1.844955, 2.701216], [-0.455175, -2.229823, 4.807963], [-0.162520, -3.546608, 4.708914]], "forces_ev_per_a": [[-0.7, -0.2, -0.5], [0.4, 0.2, 0.5], [0.1, 0.4, 0.0], [0.0, -0.5, -0.9], [-0.4, 0.3, 0.6], [0.9, 0.0, 0.3], [-0.6, 0.1, -0.2], [0.5, -0.6, -1.6], [0.0, -0.3, 0.5], [-0.5, -1.3, -0.5], [0.0, 0.1, 0.1], [0.7, -0.1, -0.6], [0.3, 0.3, -0.2], [-0.4, 0.1, 0.0], [0.4, 0.1, 0.0], [0.1, 0.0, 0.2], [0.2, 0.3, 0.4], [0.1, 0.2, 0.5], [0.2, -0.4, 0.1], [0.2, 0.4, -0.1], [-0.2, 0.1, 0.3], [-0.1, -0.1, 0.4], [-0.2, 0.2, 0.3], [-0.1, 0.7, 0.2], [-0.4, -0.1, -0.7], [0.1, -0.2, 0.0], [-0.9, 0.0, 0.3], [-0.2, 0.0, 0.3], [-0.3, -0.3, 0.0], [0.6, 0.9, 0.4], [-0.3, -0.2, 0.2], [0.2, -0.1, -0.2], [0.2, 0.3, 0.0], [-0.2, 0.2, 0.0], [0.0, -0.3, 0.2], [0.3, 0.0, -0.2], [0.4, 0.2, 0.0], [-0.1, -0.1, -0.3], [-0.2, -0.2, 0.2], [0.3, -0.1, 0.2], [0.0, 0.3, -0.1], [-0.2, -0.1, -0.3], [0.2, 0.4, -0.5], [0.0, -0.2, 0.0], [-0.3, 0.1, 0.3], [0.5, -0.4, -0.7], [0.2, -0.1, -0.5], [0.1, -0.9, 0.1], [-0.3, -0.8, 0.6], [0.2, 0.4, -0.8], [0.4, 0.4, -0.1], [-0.8, 0.7, 1.2], [0.1, -0.5, 0.4], [-0.3, 0.9, 0.0]], "nbo_charge": [-0.30, 0.24, -0.66, 0.29, -0.34, -0.13, -0.89, 0.78, 1.46, 0.85, -0.73, -0.97, -1.00, 0.21, 0.21, 0.21, -0.93, -0.93, 0.24, 0.27, 0.51, 0.22, -0.93, -0.95, 0.00, 0.47, 0.51, 0.48, -0.59, 0.05, 0.23, 0.23, 0.25, 0.23, 0.26, 0.24, 0.23, 0.25, 0.27, 0.23, 0.27, 0.24, -0.29, 0.25, 0.33, -0.30, 0.30, -0.29, -0.27, -0.29, 0.28, -0.32, 0.29, -0.29], "lumo_ev": 0.3, "e_tot_ev": -67662.28729, "multiplicity": 1, "gap_ev": 7.096}

=====

3.
{"formula": "C17H25F6LaN2O5S3", "method": "ωB97M-V/def2-TZVPD", "species": ["La", "C", "C", "C", "C", "C", "H", "H", "H", "H", "H", "H", "H", "H", "H", "H", "N", "C", "C", "C", "C", "C", "C", "H", "H", "H", "H", "H", "H", "H", "F", "C", "F", "F", "S", "O", "O", "N", "S", "O", "O", "C", "F", "F", "F", "O", "S", "C", "C", "C", "C", "H", "H", "H", "H", "H", "H", "H", "H"], "coordinates": [[-1.045130, 0.821585, -0.094726], [2.115096, 1.169274, 3.398416], [1.756290, 0.350506, 2.151308], [1.086258, -0.950678, 2.612449], [3.072357, -0.041464, 1.463357], [0.805940, 1.124328, 1.236800], [2.778338, 0.637670, 4.091242], [1.210212, 1.447854, 3.944649], [2.612096, 2.098074, 3.104684], [1.722137, -1.544887, 3.279453], [0.850570, -1.593008, 1.755157], [0.153899, -0.731640, 3.141351], [3.740890, -0.604648, 2.125201], [3.605151, 0.852880, 1.127659], [2.868420, -0.656828, 0.579380], [0.980473, 2.215155, 1.349677], [-1.990331, -1.682472, 0.635043], [-1.334577, -2.927290, 0.267873], [-1.826414, -4.149263, 0.703586], [-1.177757, -5.320965, 0.342223], [-0.042021, -5.273924, -0.453917], [0.444720, -4.049567, -0.885896], [-0.200988, -2.873460, -0.525164], [-2.937640, -1.667887, 0.264095], [-2.086092, -1.623479, 1.646132], [-2.712012, -4.181756, 1.326718], [-1.561845, -6.272658, 0.685378], [0.463271, -6.189144, -0.733146], [1.335004, -4.006125, -1.500700], [0.196011, -1.925424, -0.866204], [-3.497376, 3.423991, -2.562644], [-3.813634, 2.152569, -2.391141], [-4.687847, 1.791439, -3.311496], [-2.707202, 1.407611, -2.556951], [-4.543451, 1.836315, -0.684823], [-3.765047, 0.702769, -0.189890], [-5.933317, 1.695270, -0.941832], [-4.283999, 3.153032, 0.160453], [-2.887042, 3.601951, 0.712646], [-1.788550, 3.057276, -0.141175], [-2.862972, 4.981412, 1.045684], [-2.660635, 2.792780, 2.364127], [-1.551016, 3.210916, 2.923162], [-2.637049, 1.450567, 2.212983], [-3.708714, 3.111541, 3.110240], [0.011079, 0.111915, -2.244382], [1.102026, 0.458175, -3.271465], [2.456084, -0.669879, -2.901830], [3.721018, 0.177997, -2.825192], [3.304569, 1.406297, -2.018385], [1.991494, 1.895891, -2.624247], [2.457011, -1.485971, -3.620945], [2.203190, -1.044562, -1.905222], [4.062707, 0.462171, -3.823954], [4.527065, -0.384915, -2.354454], [4.056269, 2.194789, -2.030794], [3.111488, 1.133542, -0.979249], [2.113359, 2.595603, -3.450937], [1.328172, 2.328746, -1.870365]], "forces_ev_per_a": [[1.6, -1.5, 0.2], [0.0, 0.2, 0.1], [-0.1, 0.0, 0.2], [-0.1, -0.2, 0.0], [0.1, 0.1, -0.2], [-0.1, -0.4, -0.3], [0.0, -0.1, -0.1], [0.0, 0.0, 0.0], [0.0, 0.0, 0.0], [0.0, 0.1, 0.0], [0.0, 0.1, 0.0], [0.0, 0.0, 0.0], [0.0, 0.0, 0.0], [0.0, 0.0, 0.0], [0.0, 0.0, 0.0], [-0.1, 0.0, -0.1], [0.0, 0.1, -0.1], [-0.1, 0.2, 0.1], [0.1, -0.1, 0.0], [-0.1, 0.0, 0.0], [0.0, 0.0, 0.0], [0.0, 0.0, 0.0], [0.1, -0.2, -0.1], [0.0, 0.0, 0.0], [0.0, -0.1, 0.0], [0.0, 0.0, 0.0], [0.0, 0.0, 0.0], [0.0, 0.0, 0.0], [0.0, 0.0, 0.0], [-0.1, 0.1, 0.0], [0.0, 0.2, 0.0], [-0.1, 0.0, 0.2], [-0.1, 0.0, -0.1], [0.1, 0.1, -0.1], [0.3, 0.3, 0.2], [-0.5, 0.2, -0.2], [0.0, -0.2, 0.2], [0.0, -0.1, 0.1], [0.2, -0.1, -0.8], [-1.1, 1.3, 0.9], [0.1, 0.0, -0.3], [-0.4, 0.1, -0.3], [0.0, -0.1, 0.1], [0.1, 0.0, 0.2], [0.1, -0.1, 0.1], [0.2, 0.2, -0.6], [-0.7, -0.2, 0.5], [0.2, -0.1, 0.2], [0.0, 0.0, 0.0], [0.0, 0.1, 0.0], [0.0, 0.1, 0.1], [0.1, 0.0, 0.0], [0.0, 0.0, 0.0], [0.0, 0.0, 0.0], [0.0, 0.0, 0.0], [0.0, 0.0, 0.0], [0.0, 0.0, 0.0], [0.1, 0.0, 0.0], [0.0, 0.0, 0.0]], "lowdin_charge": [1.78, -0.10, -0.75, -0.10, -0.10, -0.39, 0.07, 0.07, 0.07, 0.08, 0.05, 0.07, 0.08, 0.07, 0.06, -0.03, 0.00, -0.31, -0.03, -0.08, -0.08, -0.07, -0.05, 0.08, 0.09, 0.12, 0.11, 0.10, 0.10, 0.07, 0.16, -0.66, 0.16, 0.07, 0.63, -0.43, -0.24, -0.28, 0.64, -0.50, -0.22, -0.68, 0.18, 0.06, 0.17, -0.75, 1.01, -0.32, -0.22, -0.22, -0.31, 0.09, 0.08, 0.11, 0.12, 0.12, 0.08, 0.09, 0.08], "lumo_ev": 0.1, "e_tot_ev": -80920.45383, "multiplicity": 1, "de_lowest_kcal_mol": 4.9, "gap_ev": 5.378}

=====

4.
{"formula": "C17H25MnN", "method": "ωB97M-V/def2-TZVPD", "species": ["C", "C", "C", "H", "C", "H", "H", "H", "C", "H", "H", "C", "H", "H", "C", "H", "H", "C", "H", "H", "Mn", "H", "C", "N", "C", "C", "C", "C", "C", "C", "C", "C", "H", "H", "H", "H", "H", "H", "H", "H", "H", "H", "H", "H"], "coordinates": [[-1.809894, -0.911834, -1.091289], [1.113523, 0.147723, -2.072652], [-1.411920, 0.604472, -0.959853], [-2.529968, -0.976662, -1.950317], [0.819654, 1.529613, -2.615866], [2.159690, -0.049449, -1.785518], [-1.901310, 1.080681, -0.093116], [1.670758, 2.131635, -2.959171], [-1.702262, 1.308027, -2.331264], [-2.397496, 2.156111, -2.130899], [-2.242666, 0.600209, -2.996337], [-0.594340, -1.761745, -1.493252], [-0.986912, -2.699268, -1.941333], [-0.029435, -2.098324, -0.607745], [0.374496, -1.124024, -2.504305], [-0.144734, -0.962185, -3.459176], [1.159867, -1.882536, -2.678455], [-0.526733, 1.814076, -3.224329], [-0.577064, 1.345657, -4.230673], [-0.674183, 2.894530, -3.405356], [0.309799, 1.255626, -0.820182], [-2.394799, -1.366244, -0.282053], [-2.032219, -1.937991, 2.343843], [-1.143888, -0.856699, 1.975967], [-1.526790, 0.422142, 2.527368], [0.253184, -1.260806, 1.998461], [1.322821, -0.213593, 1.797973], [2.500161, -0.274848, 2.564542], [3.513150, 0.666873, 2.417816], [3.401822, 1.693523, 1.482720], [2.274433, 1.736863, 0.657306], [1.262251, 0.768372, 0.809488], [-3.062188, -1.678974, 2.072926], [-1.990243, -2.175811, 3.425853], [-1.738709, -2.831169, 1.778122], [-1.376772, 0.444072, 3.619803], [-0.909461, 1.213346, 2.084702], [-2.592594, 0.594684, 2.297697], [0.472310, -1.776193, 2.957999], [0.341672, -2.054464, 1.225123], [2.605532, -1.080426, 3.288869], [4.395165, 0.620658, 3.050686], [4.183737, 2.438558, 1.368386], [2.162551, 2.505812, -0.112519]], "forces_ev_per_a": [[0.5, 1.0, -1.0], [0.9, 0.0, -2.3], [-4.5, -1.6, -0.9], [0.4, 0.0, 0.6], [1.4, -0.8, -1.0], [-0.3, 0.2, -0.5], [-0.7, 0.0, -0.5], [-0.3, -0.2, 0.1], [-1.5, 0.2, -0.1], [0.4, -0.4, -0.3], [-0.1, 0.3, 0.5], [-0.5, -0.9, 0.0], [0.3, 0.2, 0.1], [0.0, 0.3, -0.2], [0.4, -0.2, 0.2], [0.0, 0.0, 0.1], [-0.4, 0.2, -0.2], [0.1, -0.1, -0.8], [-0.3, 0.1, 0.3], [0.3, -0.4, 0.1], [1.3, 2.0, 3.0], [0.4, 0.1, 0.3], [-0.6, -0.6, -0.8], [0.7, -0.2, 2.2], [-0.3, 0.9, -0.8], [1.0, -0.1, -0.8], [1.0, 0.8, -0.1], [-0.4, -0.2, 0.3], [0.1, -0.1, 0.1], [-0.4, 0.2, -0.4], [0.3, -0.8, 1.4], [0.3, -0.2, 1.0], [0.2, 0.0, 0.1], [0.2, 0.4, -0.4], [-0.1, 0.2, 0.2], [0.0, -0.3, -0.2], [-0.2, -0.3, 0.1], [0.5, 0.0, 0.2], [-0.5, 0.1, -0.2], [0.0, 0.3, 0.3], [0.2, 0.1, 0.1], [-0.1, -0.1, -0.1], [0.0, -0.1, 0.1], [0.3, 0.0, 0.0]], "mulliken_spin": [0.10, -0.16, 0.02, 0.00, -0.04, 0.02, -0.03, -0.02, 0.08, 0.00, -0.02, -0.01, -0.01, 0.00, 0.02, 0.00, 0.00, 0.07, -0.03, -0.01, 4.00, 0.01, -0.01, 0.68, 0.02, 0.02, -0.05, 0.02, 0.02, 0.00, -0.11, 0.19, 0.01, 0.03, 0.00, 0.05, 0.02, 0.00, 0.06, 0.04, 0.00, 0.00, 0.00, 0.01], "lumo_ev": [0.2, -3.7], "e_tot_ev": -50835.37130, "multiplicity": 6, "de_lowest_kcal_mol": 126.3, "gap_ev": [4.475, 2.731]}